[1]
A 2-piece molecular cluster, C7H19N overall in a non-equilibrium geometry, computed with wB97M-V/def2-TZVPD.

Lowest unoccupied orbital energy ... 1.05 eV
Net charge ... 0
SMILES ... CCC(C)C.CNC
HOMO level ... -8.70 eV

Atoms and positions in Å:
1 C 0.99504 -1.35791 -0.54902
2 C 0.27576 -0.90120 -1.81006
3 C -1.30089 -0.64466 -1.70581
4 C -1.59310 0.71035 -1.07923
5 C -2.04989 -1.75227 -0.98144
6 H 0.51420 -2.21176 -0.07689
7 H 2.02113 -1.63842 -0.78455
8 H 1.02691 -0.54000 0.16660
9 H 0.82033 -0.08099 -2.28574
10 H 0.35971 -1.71979 -2.53148
11 H -1.64606 -0.62652 -2.74627
12 H -2.65103 0.95287 -1.17137
13 H -1.02845 1.49867 -1.57380
14 H -1.35602 0.69377 -0.01800
15 H -1.77432 -1.76357 0.07191
16 H -3.12426 -1.58272 -1.04142
17 H -1.83810 -2.72077 -1.42946
18 C 2.34705 1.73549 1.66070
19 N 0.90943 1.82581 1.51853
20 C 0.20487 1.01179 2.48390
21 H 2.81449 2.45708 0.99189
22 H 2.63703 1.99304 2.68135
23 H 2.73358 0.72716 1.43527
24 H 0.64729 1.54989 0.52057
25 H 0.42294 -0.06351 2.36571
26 H -0.86942 1.16512 2.38911
27 H 0.50175 1.28305 3.49899

How is the electron density shared among the atoms? According to natural (NBO), the charges in e are: -0.616, -0.393, -0.203, -0.611, -0.612, 0.206, 0.213, 0.192, 0.200, 0.194, 0.194, 0.210, 0.207, 0.195, 0.201, 0.211, 0.208, -0.413, -0.625, -0.417, 0.199, 0.191, 0.161, 0.353, 0.159, 0.200, 0.194

[2]
A 3-piece molecular cluster, C7H19N overall, computed with wB97M-V/def2-TZVPD.

Lowest unoccupied orbital energy ... 0.99 eV
Net charge ... 0
SMILES ... C=C(C)C.CCC.N
HOMO level ... -9.34 eV

Atoms and positions in Å:
1 C 3.42439 0.05821 0.29811
2 C 2.22259 0.59929 0.43148
3 C 1.66199 1.57220 -0.55891
4 C 1.29847 0.23826 1.55174
5 H 3.81447 -0.64961 1.01134
6 H 4.07745 0.31511 -0.51950
7 H 1.31153 2.46927 -0.05840
8 H 2.39828 1.84933 -1.30055
9 H 0.81313 1.11609 -1.06742
10 H 0.92453 1.14638 2.04191
11 H 0.44137 -0.29690 1.15118
12 H 1.79879 -0.38750 2.29415
13 C -2.61722 1.22931 -0.05997
14 C -2.34145 -0.17752 -0.57700
15 C -2.71680 -1.23576 0.45296
16 H -3.67200 1.34979 0.17914
17 H -2.03866 1.42230 0.84120
18 H -2.34661 1.97325 -0.80595
19 H -2.91674 -0.34477 -1.49065
20 H -1.28361 -0.28470 -0.82685
21 H -2.14807 -1.09384 1.36973
22 H -3.77595 -1.17621 0.69707
23 H -2.50779 -2.23216 0.07065
24 N 0.86754 -1.66209 -1.21900
25 H 0.86642 -1.87124 -2.21108
26 H 0.62819 -2.51568 -0.73463
27 H 1.81575 -1.41079 -0.96074

How is the electron density shared among the atoms? According to natural (NBO), the charges in e are: -0.453, 0.058, -0.653, -0.653, 0.194, 0.194, 0.213, 0.212, 0.232, 0.214, 0.229, 0.213, -0.603, -0.407, -0.601, 0.198, 0.197, 0.205, 0.189, 0.221, 0.197, 0.198, 0.204, -1.089, 0.359, 0.359, 0.376

[3]
A 2-piece molecular cluster, C7H19N2O4 overall in a non-equilibrium geometry, computed with wB97M-V/def2-TZVPD.

Lowest unoccupied orbital energy (spin up / spin down) ... -2.52 / -2.64 eV
Net charge ... +1
HOMO level (spin up / spin down) ... -10.18 / -10.79 eV

Atoms and positions in Å:
1 C -0.02819 -3.56508 0.29522
2 C -0.59695 3.66448 -0.46513
3 C 0.74778 -0.78489 1.45818
4 C -0.34504 -2.21334 -0.36478
5 C -0.06963 2.35734 0.13400
6 C -0.48639 -1.12020 0.66258
7 C -0.38464 1.16500 -0.75547
8 N -1.70246 -1.00680 1.28641
9 N 1.79662 -0.23635 0.55171
10 O 0.69336 -1.84928 -1.27548
11 O 1.34069 2.40209 0.33166
12 O 0.52048 1.06381 -1.81213
13 O -1.70260 0.96548 -1.08355
14 H 0.97903 -3.56750 0.70715
15 H -0.09861 -4.36722 -0.43503
16 H -0.73616 -3.76175 1.09416
17 H -0.28251 4.50411 0.14905
18 H -0.21598 3.79912 -1.47626
19 H -1.68406 3.64991 -0.48943
20 H 1.15845 -1.67900 1.94215
21 H 0.52334 -0.05359 2.23568
22 H -1.29373 -2.29966 -0.91156
23 H -0.51185 2.21023 1.12476
24 H -1.79403 -0.25400 1.95137
25 H -2.50828 -1.11376 0.68867
26 H 1.66305 0.81365 0.40834
27 H 1.65622 -0.71333 -0.36758
28 H 2.74067 -0.40297 0.90363
29 H 0.84243 -2.58336 -1.88218
30 H 1.72892 2.77891 -0.47090
31 H 0.12432 0.52196 -2.50363
32 H -2.07424 1.67597 -1.63163

How is the electron density shared among the atoms? According to natural (NBO), the charges in e are: -0.641, -0.649, -0.284, 0.036, 0.001, 0.173, 0.500, -0.779, -0.734, -0.749, -0.712, -0.744, -0.743, 0.207, 0.227, 0.237, 0.243, 0.218, 0.226, 0.216, 0.224, 0.189, 0.196, 0.390, 0.403, 0.468, 0.477, 0.420, 0.500, 0.499, 0.505, 0.480

[4]
C7H19N2PdSe3Te as an isolated structure in a non-equilibrium geometry, computed with wB97M-V/def2-TZVPD.

Lowest unoccupied orbital energy ... 2.68 eV
Net charge ... -1
HOMO level ... -3.08 eV

Atoms and positions in Å:
1 Pd 0.72251 -0.52392 0.22405
2 C 1.98992 2.40993 0.63800
3 N 0.82683 1.86923 -0.06314
4 C 1.08462 1.82305 -1.50524
5 C -0.28838 2.78874 0.20448
6 C -1.64369 2.40777 -0.36209
7 N -2.14842 1.14290 0.10265
8 C -2.37245 1.14334 1.53368
9 C -3.35390 0.77830 -0.61746
10 H 2.21021 3.43320 0.29374
11 H 2.86154 1.78874 0.47352
12 H 1.78347 2.43597 1.70782
13 H 1.19279 2.84133 -1.91559
14 H 0.26883 1.31278 -2.01471
15 H 1.99758 1.26458 -1.69536
16 H -0.03074 3.76942 -0.22358
17 H -0.35364 2.92725 1.28419
18 H -1.58925 2.37787 -1.45472
19 H -2.34000 3.23492 -0.10814
20 H -2.96152 2.01995 1.85925
21 H -1.42525 1.13466 2.07509
22 H -2.91352 0.24138 1.81621
23 H -4.14718 1.53777 -0.50509
24 H -3.72887 -0.18230 -0.26071
25 H -3.12741 0.66657 -1.67812
26 Se -1.50471 -1.99586 0.70415
27 Se -3.01305 -3.20942 -0.49386
28 Te 0.72008 -4.48846 -1.49134
29 Se 0.72376 -2.88069 0.34096
30 C 2.77326 -0.68136 0.26469
31 H 3.07997 -0.54344 1.30542
32 H 3.24660 0.07291 -0.36591
33 H 3.11258 -1.65780 -0.07376

How is the electron density shared among the atoms? According to natural (NBO), the charges in e are: 0.411, -0.414, -0.449, -0.434, -0.223, -0.222, -0.435, -0.426, -0.419, 0.162, 0.226, 0.203, 0.163, 0.222, 0.224, 0.170, 0.201, 0.198, 0.157, 0.150, 0.199, 0.225, 0.144, 0.237, 0.203, -0.147, -0.561, -0.405, -0.005, -0.901, 0.186, 0.161, 0.201

[5]
C7H19N7NiO2S as an isolated structure in a non-equilibrium geometry, computed with wB97M-V/def2-TZVPD.

<S²> ... 2.006
Lowest unoccupied orbital energy (spin up / spin down) ... -5.12 / -7.00 eV
Spin multiplicity ... 3
Net charge ... +2
HOMO level (spin up / spin down) ... -15.07 / -15.16 eV

Atoms and positions in Å:
1 Ni 0.46368 -0.53450 -0.13969
2 N -0.53872 0.95296 -1.41163
3 C 0.38271 2.07511 -1.61511
4 C -0.31359 3.41969 -1.83988
5 C 0.45854 4.37531 -2.75639
6 C 1.74005 4.95387 -2.15508
7 N 1.43046 5.78100 -1.00342
8 C 2.13410 5.90829 0.11234
9 N 3.35174 5.39433 0.24706
10 N 1.62232 6.61972 1.11802
11 C 1.33748 2.11125 -0.31352
12 O 1.64685 3.18814 0.13904
13 O 1.66731 0.96156 0.05912
14 H -0.85411 0.56221 -2.30114
15 H -1.36376 1.25946 -0.88637
16 H 1.04516 1.82805 -2.45218
17 H -0.50313 3.89417 -0.87464
18 H -1.27967 3.22180 -2.30980
19 H -0.20599 5.19941 -3.02409
20 H 0.71810 3.86554 -3.68493
21 H 2.24743 5.55598 -2.91543
22 H 2.40671 4.14916 -1.84471
23 H 0.54698 6.26966 -1.04645
24 H 3.71454 4.74090 -0.42497
25 H 3.80357 5.42512 1.14541
26 H 0.73444 7.08407 1.03614
27 H 2.15301 6.78484 1.95645
28 N 1.62434 -1.92810 1.11245
29 N 1.05815 -3.21164 1.13108
30 C -0.02440 -3.50689 0.39271
31 N -0.54779 -4.72093 0.46796
32 S -0.73445 -2.35646 -0.64386
33 H 2.58579 -1.94907 0.74851
34 H 1.65963 -1.52594 2.05701
35 H 1.48120 -3.92620 1.71698
36 H -0.18153 -5.44283 1.07139
37 H -1.36344 -4.94195 -0.08332

How is the electron density shared among the atoms? According to natural (NBO), the charges in e are: 1.339, -0.878, -0.182, -0.428, -0.400, -0.221, -0.552, 0.703, -0.746, -0.763, 0.802, -0.665, -0.844, 0.407, 0.400, 0.219, 0.225, 0.224, 0.223, 0.230, 0.224, 0.208, 0.411, 0.427, 0.422, 0.421, 0.424, -0.686, -0.423, 0.344, -0.723, -0.260, 0.415, 0.414, 0.416, 0.426, 0.447

[6]
A 2-piece molecular cluster, C7H19NO overall in a non-equilibrium geometry, computed with wB97M-V/def2-TZVPD.

Lowest unoccupied orbital energy ... 1.02 eV
Net charge ... 0
SMILES ... COC(C)C.CC(C)N
HOMO level ... -9.01 eV

Atoms and positions in Å:
1 C 1.60416 1.82692 -0.55631
2 O 1.23861 0.47326 -0.56181
3 C 1.67036 -0.58576 0.67026
4 C 1.81830 -1.77267 -0.19996
5 C 2.90294 -0.12950 1.40466
6 H 1.25279 2.33623 0.35078
7 H 2.69260 1.96916 -0.62709
8 H 1.13680 2.31173 -1.42103
9 H 0.77425 -0.58523 1.29646
10 H 2.84744 -2.08924 -0.34633
11 H 1.46255 -1.16736 -1.13899
12 H 1.13501 -2.58230 0.03130
13 H 3.76034 -0.05956 0.73605
14 H 2.74761 0.83797 1.87892
15 H 3.13131 -0.86426 2.17826
16 C -2.08515 -1.35731 -0.62147
17 C -2.54287 -0.09557 0.10692
18 C -3.01757 0.96703 -0.89313
19 N -1.44762 0.37425 0.95328
20 H -2.89095 -1.76816 -1.22828
21 H -1.76584 -2.11023 0.09699
22 H -1.24168 -1.12542 -1.27186
23 H -3.37772 -0.35403 0.76977
24 H -2.20337 1.23048 -1.57019
25 H -3.33555 1.87190 -0.37275
26 H -3.85557 0.60308 -1.48811
27 H -1.73527 1.19650 1.47451
28 H -0.67591 0.64812 0.34915

How is the electron density shared among the atoms? According to natural (NBO), the charges in e are: -0.250, -0.648, 0.126, -0.697, -0.649, 0.157, 0.162, 0.192, 0.224, 0.209, 0.294, 0.220, 0.214, 0.217, 0.229, -0.614, -0.044, -0.621, -0.856, 0.205, 0.212, 0.207, 0.177, 0.202, 0.201, 0.205, 0.351, 0.373

[7]
A 4-piece molecular cluster, C7H19NO3 overall in a non-equilibrium geometry, computed with wB97M-V/def2-TZVPD.

Lowest unoccupied orbital energy ... 0.60 eV
Net charge ... 0
SMILES ... C/C=C/C(=C/N)CC.O.O.O
HOMO level ... -7.69 eV

Atoms and positions in Å:
1 C -1.31017 -1.54547 -2.11990
2 C -1.07854 -0.66615 -0.95686
3 C -0.24959 -0.94267 0.06678
4 C 0.03977 -0.01105 1.15197
5 C 0.13199 -0.43820 2.42497
6 N 0.33603 0.34855 3.52825
7 C 0.18112 1.47306 0.83551
8 C 1.61215 2.02164 0.69734
9 H -0.80846 -1.05088 -2.98099
10 H -2.39354 -1.67851 -2.22595
11 H -0.87615 -2.50638 -1.94456
12 H -1.73512 0.27726 -0.93567
13 H 0.27165 -1.89535 0.11714
14 H 0.23224 -1.58259 2.69627
15 H 0.63493 -0.00154 4.40392
16 H -0.04461 1.28523 3.50023
17 H -0.61614 1.79222 0.16766
18 H -0.17304 2.03506 1.72280
19 H 2.30127 1.55968 -0.04587
20 H 2.05457 1.98801 1.72287
21 H 1.66442 3.00558 0.25126
22 O 1.99000 -2.31609 -2.31360
23 H 1.74397 -2.87955 -1.54765
24 H 2.24129 -1.46941 -1.93544
25 O 1.32823 1.61002 -3.81683
26 H 1.26182 0.65353 -3.89594
27 H 0.55686 2.00328 -3.40836
28 O -3.23995 -0.00903 1.49710
29 H -2.31774 -0.30251 1.51116
30 H -3.73928 -0.75775 1.83239

How is the electron density shared among the atoms? According to natural (NBO), the charges in e are: -0.639, -0.164, -0.238, -0.165, 0.032, -0.832, -0.425, -0.616, 0.217, 0.217, 0.209, 0.202, 0.187, 0.186, 0.394, 0.387, 0.220, 0.186, 0.210, 0.213, 0.218, -0.941, 0.470, 0.474, -0.954, 0.479, 0.477, -0.952, 0.481, 0.466

[8]
A 3-piece molecular cluster, C7H19NO3PS overall in a non-equilibrium geometry, computed with wB97M-V/def2-TZVPD.

Lowest unoccupied orbital energy ... -3.73 eV
Net charge ... +1
HOMO level ... -13.28 eV

Atoms and positions in Å:
1 C 0.51894 3.72126 0.75221
2 C -0.68225 -1.51228 -2.89350
3 C 0.68238 0.56813 -3.07924
4 C 2.53436 -1.75123 -0.04356
5 C -2.92014 -1.68670 4.40068
6 C 0.68786 2.52963 -0.17437
7 C -0.85345 0.11188 -1.19292
8 N -0.32582 -0.14785 -2.33339
9 O -0.69702 -1.43387 2.50587
10 O 2.41470 -0.40887 0.16661
11 O -3.08765 -1.22590 3.09094
12 P -2.00460 -1.06725 1.95939
13 S -0.69980 1.35885 0.03790
14 H 1.27713 4.54152 0.41830
15 H -0.54456 4.14969 0.59358
16 H 0.77781 3.50317 1.84144
17 H -0.40259 -1.58428 -3.94245
18 H -0.09185 -2.31176 -2.29264
19 H -1.70115 -1.72957 -2.91822
20 H 0.17312 1.10029 -3.92757
21 H 1.15560 1.26395 -2.37064
22 H 1.44751 -0.14116 -3.43148
23 H 3.41624 -1.98689 -0.57380
24 H 1.66440 -2.02552 -0.62969
25 H 2.54977 -2.54293 0.78102
26 H -3.62260 -2.52212 4.46014
27 H -3.09812 -0.92272 5.08146
28 H -1.89023 -2.13584 4.67068
29 H 1.66000 1.97197 -0.16829
30 H 0.43690 2.96320 -1.08356
31 H -1.56263 -0.54122 -0.74029
32 H 2.78776 -0.10558 1.03542

How is the electron density shared among the atoms? According to natural (NBO), the charges in e are: -0.634, -0.424, -0.422, -0.239, -0.265, -0.536, 0.062, -0.304, -1.034, -0.746, -0.810, 1.519, 0.370, 0.252, 0.235, 0.236, 0.236, 0.234, 0.233, 0.242, 0.233, 0.243, 0.168, 0.145, 0.189, 0.203, 0.199, 0.206, 0.261, 0.221, 0.240, 0.489

Number 1: E -9056.863 eV. Number 2: E -9057.005 eV. Number 3: E -18729.156 eV. Number 4: E -217360.094 eV. Number 5: E -73959.849 eV. Number 6: E -11103.274 eV. Number 7: E -15198.065 eV. Number 8: E -35315.991 eV.